The following is a quantum chemistry calculation of a 4-piece molecular cluster, C35H79BrN2O4S2Si overall, from the OMol25 dataset.

ORCA input file:
```
! RIJCOSX wB97M-V def2-TZVPD def2/J DEFGRID3
* xyz 0 1
C 3.727 2.564 -10.294
C 2.240 2.359 -10.022
C 1.974 1.084 -9.229
C 0.606 1.060 -8.540
C 0.151 -0.368 -8.191
C 0.955 -0.947 -7.035
C 0.575 -2.401 -6.708
C -0.385 -2.473 -5.532
N 0.265 -2.044 -4.289
C 1.423 -2.844 -3.863
C 1.301 -4.377 -3.965
C 1.935 -5.085 -2.758
C 3.458 -5.014 -2.691
C 4.042 -3.729 -2.094
C 5.436 -3.899 -1.468
C 5.434 -3.521 0.014
C 6.830 -3.371 0.593
C -0.648 -1.838 -3.246
S -1.648 -2.940 -2.629
S -0.634 -0.161 -2.629
C -0.309 -0.390 -0.866
C 0.914 -1.253 -0.509
C 0.528 -2.635 0.102
Si 0.688 -2.686 1.972
Br 1.623 -4.678 2.498
C -0.903 -2.591 2.964
C -1.985 -1.673 2.442
O -3.160 -1.900 3.237
C -1.556 -0.188 2.507
N -2.114 0.527 3.675
H 4.215 1.625 -10.541
H 3.852 3.224 -11.150
H 4.224 3.032 -9.450
H 1.714 2.286 -10.972
H 1.850 3.205 -9.460
H 2.067 0.198 -9.858
H 2.739 1.008 -8.457
H -0.146 1.552 -9.153
H 0.691 1.581 -7.587
H -0.888 -0.290 -7.867
H 0.221 -1.004 -9.071
H 2.020 -0.909 -7.255
H 0.795 -0.314 -6.163
H 0.117 -2.873 -7.574
H 1.487 -2.951 -6.489
H -1.170 -1.743 -5.742
H -0.885 -3.440 -5.450
H 1.590 -2.607 -2.816
H 2.313 -2.509 -4.390
H 0.263 -4.686 -4.010
H 1.807 -4.700 -4.872
H 1.463 -4.689 -1.858
H 1.661 -6.136 -2.842
H 3.855 -5.174 -3.693
H 3.803 -5.854 -2.088
H 3.336 -3.300 -1.383
H 4.115 -2.996 -2.897
H 6.105 -3.191 -1.954
H 5.810 -4.911 -1.599
H 4.914 -2.571 0.127
H 4.858 -4.266 0.565
H 7.395 -2.612 0.062
H 7.366 -4.317 0.552
H 6.774 -3.101 1.645
H -1.195 -0.829 -0.415
H -0.211 0.605 -0.445
H 1.570 -1.390 -1.362
H 1.478 -0.712 0.247
H 1.262 -3.358 -0.258
H -0.443 -2.959 -0.256
H 1.668 -1.674 2.418
H -1.272 -3.608 3.073
H -0.624 -2.238 3.959
H -2.255 -1.965 1.426
H -3.911 -1.934 2.643
H -0.470 -0.109 2.556
H -1.879 0.304 1.590
H -2.850 1.143 3.356
H -1.382 1.143 4.010
C 2.801 0.353 7.942
C 1.460 1.065 7.999
O 0.798 1.152 6.751
C 0.481 -0.078 6.127
C -0.439 -0.973 6.939
H 3.461 0.839 7.223
H 3.276 0.375 8.923
H 2.699 -0.693 7.648
H 1.610 2.097 8.315
H 0.809 0.598 8.747
H 1.399 -0.611 5.849
H -0.018 0.191 5.195
H 0.021 -1.289 7.876
H -0.686 -1.871 6.371
H -1.365 -0.449 7.177
C -4.765 5.239 5.907
C -3.795 4.871 7.015
O -4.260 3.853 7.883
C -4.587 2.628 7.251
C -3.448 2.007 6.463
H -5.725 5.552 6.320
H -4.359 6.052 5.306
H -4.949 4.400 5.234
H -3.615 5.737 7.654
H -2.825 4.591 6.587
H -5.464 2.758 6.606
H -4.888 1.959 8.057
H -3.136 2.644 5.633
H -3.756 1.048 6.046
H -2.577 1.845 7.101
C -4.942 6.942 0.514
C -4.000 6.586 1.651
O -4.498 5.587 2.523
C -4.778 4.329 1.940
C -3.572 3.655 1.305
H -5.909 7.260 0.905
H -4.520 7.755 -0.078
H -5.113 6.099 -0.157
H -3.845 7.462 2.281
H -3.016 6.301 1.261
H -5.598 4.413 1.218
H -5.146 3.712 2.761
H -3.177 4.225 0.463
H -3.850 2.667 0.933
H -2.770 3.541 2.037
*
```

Properties
molar mass: 764.15 g mol⁻¹
SMILES: CCCCCCCCN(CCCCCCCC)C(=S)SCCC[Si@H](Br)C[C@@H](O)CN.CCOCC.CCOCC.CCOCC



The following is a quantum chemistry calculation of C35H80As2F12N4O as an isolated structure, from the OMol25 dataset.

ORCA input file:
```
! RIJCOSX wB97M-V def2-TZVPD def2/J DEFGRID3
* xyz 2 1
C -12.904 12.046 -3.460
C -12.066 11.243 -4.417
N -11.593 9.852 -3.922
C -10.387 10.157 -3.091
C -12.665 9.246 -3.030
C -12.208 7.927 -2.407
C -11.218 8.924 -5.039
C -10.566 9.577 -6.239
O -9.295 10.052 -5.850
C -8.557 10.759 -6.850
H -13.038 13.054 -3.860
H -12.520 12.271 -2.459
H -13.898 11.643 -3.266
H -11.194 11.765 -4.798
H -12.639 10.858 -5.265
H -9.596 10.576 -3.713
H -9.945 9.237 -2.711
H -10.447 10.889 -2.285
H -13.604 9.213 -3.579
H -12.749 9.932 -2.189
H -11.635 8.066 -1.492
H -11.744 7.237 -3.104
H -13.108 7.449 -2.009
H -12.173 8.469 -5.314
H -10.570 8.150 -4.638
H -11.136 10.420 -6.656
H -10.541 8.938 -7.127
H -7.555 10.830 -6.441
H -9.032 11.749 -6.884
H -8.564 10.395 -7.879
C -24.326 13.075 -6.040
C -22.836 13.210 -5.770
C -22.430 14.494 -5.079
C -20.925 14.618 -4.935
N -20.315 15.974 -4.815
C -18.895 15.991 -4.453
C -18.596 17.184 -3.500
C -20.008 17.810 -3.262
C -20.992 16.764 -3.679
C -20.581 16.718 -6.084
H -24.630 13.871 -6.729
H -24.935 13.137 -5.138
H -24.594 12.186 -6.608
H -22.357 13.059 -6.743
H -22.505 12.323 -5.215
H -22.963 14.637 -4.136
H -22.899 15.260 -5.711
H -20.405 14.074 -5.725
H -20.653 14.030 -4.056
H -18.281 15.771 -5.326
H -18.695 15.123 -3.826
H -17.869 17.874 -3.918
H -18.192 16.724 -2.603
H -20.122 18.766 -3.772
H -20.221 18.085 -2.227
H -21.943 17.149 -4.041
H -21.212 16.026 -2.908
H -20.119 17.703 -6.099
H -21.653 16.813 -6.212
H -20.149 16.143 -6.903
C -18.821 13.229 5.044
C -18.280 13.486 3.654
C -18.385 12.283 2.735
C -17.448 12.389 1.522
N -17.762 11.450 0.381
C -17.880 10.042 0.912
C -16.460 9.612 1.200
C -15.611 10.183 0.016
C -16.537 11.293 -0.506
C -19.014 11.884 -0.335
H -19.835 12.832 5.149
H -18.796 14.053 5.759
H -18.253 12.476 5.606
H -17.253 13.845 3.793
H -18.716 14.396 3.226
H -19.393 12.091 2.370
H -18.036 11.482 3.394
H -16.404 12.323 1.816
H -17.612 13.392 1.118
H -18.305 9.479 0.082
H -18.422 9.916 1.845
H -16.316 8.535 1.298
H -16.078 9.914 2.179
H -15.525 9.351 -0.677
H -14.642 10.468 0.414
H -16.993 11.029 -1.461
H -16.101 12.269 -0.710
H -19.825 11.473 0.262
H -19.008 11.352 -1.284
H -19.059 12.964 -0.389
C -20.187 13.859 -9.798
C -18.987 13.103 -9.227
C -17.670 13.643 -9.812
C -16.432 12.912 -9.321
N -15.100 13.525 -9.700
C -14.905 14.771 -8.841
C -14.176 15.757 -9.715
C -14.706 15.528 -11.138
C -14.995 14.012 -11.141
C -13.978 12.553 -9.486
H -21.033 13.867 -9.111
H -20.497 13.518 -10.786
H -19.934 14.911 -9.978
H -19.104 12.037 -9.399
H -18.940 13.398 -8.178
H -17.618 14.734 -9.705
H -17.642 13.641 -10.909
H -16.367 11.896 -9.713
H -16.397 12.857 -8.233
H -14.350 14.453 -7.959
H -15.891 15.063 -8.490
H -13.108 15.527 -9.667
H -14.230 16.776 -9.333
H -14.036 15.889 -11.913
H -15.597 16.143 -11.293
H -14.076 13.597 -11.555
H -15.775 13.615 -11.783
H -13.041 13.105 -9.487
H -14.028 11.780 -10.247
H -14.069 12.105 -8.496
As -17.182 11.882 -5.095
F -18.244 10.650 -4.415
F -18.415 13.095 -4.801
F -16.089 13.149 -5.630
F -16.005 10.618 -5.410
F -17.768 11.533 -6.715
F -16.487 12.033 -3.490
As -14.396 8.354 -8.061
F -14.393 8.464 -9.836
F -12.873 7.466 -8.259
F -14.281 7.998 -6.342
F -15.975 9.039 -7.911
F -15.192 6.788 -8.286
F -13.556 9.868 -7.798
*
```

Properties
molar mass: 950.87 g mol⁻¹



How do the records compare in E? In the order shown, they have -5451.26378; -7345.41805 a.u..
How do the records compare in HOMO level? In the order shown, they have -8.5; -13.5 eV.